1.
The following is a DFT calculation (wB97M-V/def2-TZVPD) of the molecule C5H8O2S.

Geometry as ORCA input:
```
! wB97M-V def2-TZVPD RIJCOSX def2/J DEFGRID3
* xyz 0 1
C -1.02569 1.60600 -0.65422
C -0.60781 0.18301 -0.46136
C -0.79064 -0.54829 0.86021
C 0.33503 -1.51335 1.07948
C 1.47194 -1.30800 0.40950
S 1.25350 0.12062 -0.65357
O 1.76232 1.29906 0.00347
O 1.69128 -0.22591 -1.98136
H -0.09521 2.26635 -0.41503
H -1.75164 1.77784 0.06978
H -1.30265 1.64240 -1.70720
H -0.82442 -0.31284 -1.39675
H -1.69828 -1.12151 0.72939
H -1.01271 0.27250 1.61550
H 0.27653 -2.15286 1.94266
H 2.31844 -1.98501 0.55949
*
```

Calculated values
**SMILES string**: C[C@@H]1CC=CS1(=O)=O
**E_LUMO**: 0.78 eV


2.
The following is a DFT calculation (wB97M-V/def2-TZVPD) of a 2-piece molecular cluster, C2H3Cl2FN2O overall.

Geometry as ORCA input:
```
! wB97M-V def2-TZVPD RIJCOSX def2/J DEFGRID3
* xyz 0 1
C 0.12471 0.43471 -0.91107
C -0.01395 0.27611 0.64566
H 1.60051 -0.66443 -3.02813
H -0.69454 -1.29827 -1.07649
H 1.41603 1.80353 -0.65324
N -0.36672 -0.46177 -1.69297
N 1.07438 1.19532 -1.50761
O 0.13877 -0.85050 -3.00500
F 0.69416 1.15983 1.21738
Cl -1.63314 0.38411 1.29491
Cl 0.73326 -1.14146 1.16615
*
```

Calculated values
**E_LUMO**: -0.37 eV


3.
The following is a DFT calculation (wB97M-V/def2-TZVPD) of the molecule C9H11N3O.

Geometry as ORCA input:
```
! wB97M-V def2-TZVPD RIJCOSX def2/J DEFGRID3
* xyz 0 1
C 3.88407 -0.76692 0.43489
O 3.34147 0.14128 -0.49439
C 2.05679 0.60392 -0.29734
C 1.61233 1.87764 -0.12863
C 0.27094 2.13364 0.01890
C -0.69970 1.02647 -0.10715
C -0.16520 -0.28063 -0.26737
C 1.19108 -0.45870 -0.31367
C -1.07510 -1.50747 -0.18970
N -2.43406 -1.07569 -0.07261
C -2.86989 0.26660 0.04767
N -4.21104 0.38103 -0.10944
N -2.07550 1.30512 -0.00700
H 3.90544 -0.31754 1.46041
H 3.33741 -1.75029 0.29908
H 4.85330 -0.83928 0.05495
H 2.25233 2.78378 -0.17109
H -0.30503 3.05134 0.17691
H 1.60269 -1.43420 -0.32930
H -0.76053 -2.13671 0.71380
H -0.91942 -2.09045 -1.08912
H -3.27124 -1.69221 0.27604
H -4.61879 1.03773 0.53562
H -4.90235 -0.25848 -0.44144
*
```

Calculated values
**SMILES string**: COc1ccc2c(c1)CNC(N)=N2
**E_LUMO**: 0.65 eV


4.
The following is a DFT calculation (wB97M-V/def2-TZVPD) of C23H21Cl39FN3S as an isolated structure.

Geometry as ORCA input:
```
! wB97M-V def2-TZVPD RIJCOSX def2/J DEFGRID3
* xyz 0 1
C -2.75817 -1.72711 0.49817
C -2.40833 -1.08522 -0.45890
C -1.71787 -0.05906 -1.28829
C -2.28155 1.21478 -1.40471
C -3.61731 1.56234 -0.67871
C -4.79279 1.36836 -1.67813
F -5.27012 0.05008 -1.54396
C -1.61005 2.28560 -2.19336
N -2.23807 3.55122 -2.24731
C -0.39395 2.01596 -2.83080
C 0.19093 0.70081 -2.71904
N 1.35967 0.23938 -3.21900
S 1.55843 -1.31621 -2.77748
N 0.18873 -1.59880 -1.88691
C -0.43867 -0.41732 -1.93643
H -3.01714 -2.27314 1.41613
H -3.65737 0.88225 0.19788
H -3.52816 2.59819 -0.28779
H -5.65594 2.04275 -1.49708
H -4.41271 1.48125 -2.71833
H -1.59786 4.24307 -2.63835
H -2.45162 3.90470 -1.31265
H 0.10544 2.81823 -3.39568
C -5.72751 -4.61372 2.40138
Cl -5.35396 -5.05158 4.07159
Cl -4.59801 -3.38354 1.81119
Cl -5.69038 -6.03904 1.36195
H -6.72939 -4.19774 2.37308
C -3.82385 7.24646 -3.35671
Cl -4.94784 6.32260 -2.35397
Cl -3.59508 8.86979 -2.70213
Cl -2.27491 6.40662 -3.48800
H -4.24877 7.33622 -4.35008
C 4.00541 1.05550 -2.04056
Cl 3.98733 1.76246 -0.42286
Cl 4.50923 2.24825 -3.23962
Cl 5.05996 -0.36330 -2.08063
H 2.99656 0.73599 -2.28138
C 1.55063 6.02410 -1.73179
Cl 1.51508 5.90587 -3.49579
Cl -0.08084 6.25962 -1.09427
Cl 2.28638 4.58298 -1.03585
H 2.15224 6.88367 -1.45843
C 0.68541 -2.65778 2.51760
Cl 0.56894 -2.31095 0.78964
Cl 1.91479 -1.61829 3.24789
Cl -0.86979 -2.43630 3.33018
H 0.98722 -3.69247 2.63905
C 5.32112 -3.34824 0.20765
Cl 3.97445 -2.59318 1.05793
Cl 6.82243 -2.53295 0.64253
Cl 5.40374 -5.08059 0.56110
H 5.16683 -3.22757 -0.85908
C -9.65625 -5.74383 4.49155
Cl -9.76938 -5.03741 6.10693
Cl -8.88259 -4.61421 3.37305
Cl -8.77141 -7.26945 4.54188
H -10.66037 -5.94215 4.13442
C 3.49935 1.21705 -7.39786
Cl 4.09597 -0.04291 -8.48377
Cl 2.98035 0.52341 -5.86126
Cl 4.73824 2.45125 -7.13774
H 2.64234 1.68956 -7.86432
C 6.41299 -6.84969 3.75372
Cl 8.11363 -7.17894 4.09929
Cl 5.42910 -8.28895 4.04395
Cl 5.83315 -5.49161 4.72059
H 6.32442 -6.58250 2.70755
C 5.99471 3.67197 2.52139
Cl 6.26482 4.93261 1.31324
Cl 4.26740 3.34720 2.70452
Cl 6.86118 2.19678 2.08684
H 6.37711 4.02389 3.47269
C 5.72662 -1.26204 5.51695
Cl 7.13336 -0.76405 6.46322
Cl 4.80191 0.14940 4.98850
Cl 6.22077 -2.23384 4.12951
H 5.08897 -1.86950 6.14947
C -5.78446 -6.30337 7.66827
Cl -5.54009 -7.81680 6.79163
Cl -5.90408 -6.60240 9.40493
Cl -4.47796 -5.16503 7.32009
H -6.71790 -5.86295 7.33332
C 1.03152 7.24045 -7.47415
Cl 0.99031 7.13091 -9.23592
Cl -0.59483 7.47624 -6.82585
Cl 1.77364 5.79720 -6.77720
H 1.63454 8.09871 -7.20033
*
```

Calculated values
**E_LUMO**: -0.89 eV


5.
The following is a DFT calculation (wB97M-V/def2-TZVPD) of a 2-piece molecular cluster, C31H31F5N3O3 overall.

Geometry as ORCA input:
```
! wB97M-V def2-TZVPD RIJCOSX def2/J DEFGRID3
* xyz 1 1
C 2.33464 -5.03635 1.78070
N 2.06869 -3.61759 1.62828
C 3.06349 -2.68759 1.82054
O 4.19650 -2.91758 2.17876
C 2.46657 -1.33803 1.48680
C 3.08582 -0.77654 0.21506
C 4.55035 -0.58292 0.34392
C 5.43216 -1.48638 -0.23624
F 4.96535 -2.45753 -1.04182
C 6.79911 -1.36180 -0.03030
F 7.64877 -2.22824 -0.60707
C 7.28829 -0.32634 0.75238
F 8.61455 -0.18046 0.92201
C 6.41127 0.58571 1.32260
F 6.88946 1.62321 2.03147
C 5.04323 0.45014 1.12757
F 4.19260 1.32494 1.69733
N 1.00405 -1.55509 1.31359
C 0.12510 -0.52829 1.14152
C -1.22449 -0.69576 0.94517
C -2.12866 0.33133 0.76049
C -3.53294 0.13427 0.65565
C -4.39749 1.23458 0.51120
C -5.75676 1.06146 0.41647
C -6.30345 -0.20837 0.45192
C -5.47497 -1.30592 0.59530
C -4.11536 -1.14809 0.70155
C 0.72477 -3.03791 1.34425
C 0.23678 -3.54141 -0.00838
C -0.21004 -3.40152 2.49501
H 3.40876 -5.19613 1.87608
H 1.82460 -5.42172 2.66232
H 1.98017 -5.57143 0.90236
H 2.63599 -0.65614 2.33039
H 2.88759 -1.47179 -0.60598
H 2.60500 0.16930 -0.05019
H 0.52277 0.46867 1.16624
H -1.59449 -1.69928 0.93674
H -1.75256 1.33722 0.69507
H -3.97787 2.22328 0.45102
H -6.39837 1.92057 0.31203
H -7.37085 -0.33986 0.37374
H -5.89857 -2.29543 0.62603
H -3.49561 -2.01987 0.81117
H 0.97834 -3.32569 -0.77431
H 0.07784 -4.61855 0.00950
H -0.69355 -3.06722 -0.30709
H 0.22560 -3.08366 3.44010
H -1.17913 -2.91960 2.41011
H -0.37036 -4.47780 2.54451
C 2.46990 1.73282 -3.41526
C 1.42171 2.33295 -2.50389
O 0.14600 2.32164 -3.07876
C -0.78333 2.79028 -2.16860
C -2.09775 2.89927 -2.66328
N -3.13740 3.51043 -1.97257
C -2.90996 4.37167 -0.92802
C -3.94511 4.96239 -0.26241
C -5.24534 4.68071 -0.63692
C -5.48694 3.82141 -1.69221
C -4.43334 3.26767 -2.36242
O -0.50584 3.08606 -1.00091
H 3.46057 1.75810 -2.95560
H 2.22357 0.69760 -3.65649
H 2.51152 2.27275 -4.36279
H 1.34298 1.79470 -1.55116
H 1.64199 3.37956 -2.26268
H -2.29541 2.49433 -3.63998
H -1.88857 4.57411 -0.65764
H -3.75338 5.65397 0.53971
H -6.07013 5.13689 -0.11533
H -6.49516 3.57852 -1.98609
H -4.58326 2.60134 -3.19230
*
```

Calculated values
**E_LUMO**: -4.79 eV


6.
The following is a DFT calculation (wB97M-V/def2-TZVPD) of C31H35AsAuN6O3S as an isolated structure.

Geometry as ORCA input:
```
! wB97M-V def2-TZVPD RIJCOSX def2/J DEFGRID3
* xyz 1 3
Au 2.49942 -1.03614 -0.29632
N 6.69719 -0.48555 -0.27374
C 5.60357 -0.79919 -0.95560
N 4.62430 -1.02338 -0.10025
C 5.19260 -0.77694 1.12137
N 6.45692 -0.45791 1.05754
C 4.39624 -0.76100 2.36517
C 4.96288 -0.43964 3.58783
N 4.21937 -0.28821 4.67824
C 2.90755 -0.45672 4.52482
C 2.34690 -0.81509 3.31111
N 3.09578 -0.98419 2.22720
H 7.60955 -0.24310 -0.62615
H 5.55042 -0.87400 -2.02855
H 6.03246 -0.29303 3.67739
H 2.28186 -0.30058 5.39491
H 1.27805 -0.95965 3.21120
C -3.29540 0.25927 5.03221
C -2.51236 0.27675 3.74780
C -2.43180 1.42504 2.97185
C -1.73354 1.44415 1.77535
C -1.65753 2.73559 0.99288
C -1.12357 0.25376 1.33491
As -0.33645 0.46974 -0.38096
N 0.54232 -1.07417 -0.92321
C -0.02055 -2.12650 -1.55451
C -1.42766 -2.34108 -1.59829
C -1.93632 -3.46832 -2.19024
C -1.07588 -4.40929 -2.76980
C 0.30451 -4.20337 -2.76431
C 0.83095 -3.07712 -2.17828
C -1.64951 0.75190 -1.77249
C -1.08871 1.06858 -3.02099
C 0.39145 1.10209 -3.29617
C -1.94768 1.31055 -4.08677
C -3.32330 1.26126 -3.94598
C -4.24095 1.52988 -5.10605
C -3.84323 0.94571 -2.69568
C -3.04931 0.69384 -1.58661
C -3.78481 0.35813 -0.31005
C -1.10762 -0.90252 2.13273
C -0.37805 -2.18772 1.81801
C -1.82570 -0.85670 3.32195
H -3.76542 1.22206 5.22518
H -2.64973 0.01908 5.87850
H -4.07719 -0.50091 4.99511
H -2.91996 2.33305 3.30859
H -2.11558 3.54838 1.55264
H -2.17925 2.67060 0.03309
H -0.61901 3.00731 0.80074
H -2.09480 -1.62491 -1.14196
H -3.00569 -3.63183 -2.20144
H -1.48534 -5.29838 -3.23086
H 0.96398 -4.92333 -3.22953
H 1.89532 -2.88403 -2.18754
H 1.00254 1.42019 -2.45202
H 0.60171 1.77992 -4.12252
H 0.74683 0.10912 -3.58613
H -1.51812 1.54928 -5.05344
H -3.68361 1.80878 -5.99847
H -4.93742 2.33610 -4.87169
H -4.83570 0.64496 -5.33950
H -4.91978 0.88770 -2.57292
H -4.75822 -0.06075 -0.56128
H -3.96092 1.25185 0.29208
H -3.26679 -0.35363 0.32689
H 0.59654 -2.02762 1.35839
H -0.95720 -2.82721 1.15047
H -0.22028 -2.74450 2.74011
H -1.83896 -1.74508 3.94588
C 2.38828 3.86556 0.01260
S 2.62498 2.13680 0.26452
O 2.66007 1.53704 -1.06622
O 3.84072 1.98061 1.03064
O 1.40180 1.65046 0.98552
H 3.36664 4.31088 -0.15481
H 1.93380 4.29620 0.90417
H 1.75141 4.01114 -0.85827
*
```

Calculated values
**⟨S²⟩**: 2.04
**E_LUMO (alpha / beta)**: -2.10 / -5.27 eV


7.
The following is a DFT calculation (wB97M-V/def2-TZVPD) of the molecule C18H19FN6O.

Geometry as ORCA input:
```
! wB97M-V def2-TZVPD RIJCOSX def2/J DEFGRID3
* xyz 0 1
F 2.43587 1.68447 -6.30363
C 3.03577 1.56573 -5.09894
C 4.32381 1.06781 -5.03730
C 4.92436 0.96141 -3.79500
C 4.24234 1.33993 -2.65167
C 2.94464 1.83463 -2.72380
C 2.17714 2.17835 -1.46973
N 1.42158 1.07106 -0.90211
C 0.36434 0.57392 -1.75974
C -0.50903 -0.39832 -0.97120
N 0.31477 -1.49966 -0.50802
C -0.43605 -2.59271 0.07492
C -1.08469 -2.22810 1.36779
N -2.06150 -1.39613 1.56134
C -2.18231 -1.36859 2.92485
C -3.17854 -0.54912 3.59136
C -4.03880 0.25960 2.84153
N -4.95709 1.01197 3.42033
C -5.02919 0.96963 4.74261
C -4.17238 0.16839 5.49081
N -3.25304 -0.58663 4.91947
N -1.31761 -2.14501 3.52184
O -0.59742 -2.70569 2.52177
C 1.36952 -0.99711 0.35396
C 2.24097 -0.03288 -0.44539
C 2.33890 1.94877 -3.96905
H 4.83478 0.77996 -5.94203
H 5.93205 0.58155 -3.72030
H 4.72697 1.25853 -1.68999
H 2.86806 2.52558 -0.69642
H 1.46351 2.97986 -1.67921
H -0.24553 1.41715 -2.09060
H 0.76382 0.05110 -2.64514
H -1.29171 -0.79673 -1.61961
H -0.98440 0.13582 -0.13411
H -1.20550 -2.89726 -0.63876
H 0.24534 -3.42813 0.25622
H -3.97751 0.29154 1.76335
H -5.78670 1.58929 5.20192
H -4.21993 0.12658 6.57018
H 1.97265 -1.83857 0.70267
H 0.96658 -0.46071 1.22918
H 3.03189 0.35766 0.19872
H 2.70076 -0.58296 -1.28384
H 1.33807 2.33949 -4.06948
*
```

Calculated values
**SMILES string**: Fc1cccc(CN2CCN(Cc3nc(-c4cnccn4)no3)CC2)c1
**E_LUMO**: 0.01 eV


8.
The following is a DFT calculation (wB97M-V/def2-TZVPD) of the molecule C24H23BF6O2S.

Geometry as ORCA input:
```
! wB97M-V def2-TZVPD RIJCOSX def2/J DEFGRID3
* xyz 0 1
C 3.74057 -0.10611 -2.08532
C 2.64902 0.63641 -1.44020
C 2.65526 1.05802 -0.10359
C 1.46752 1.59850 0.33592
C 0.34132 1.21043 -0.54436
B 1.15165 -3.52505 0.84495
C -0.66394 2.33576 -0.80489
C -1.50325 2.36422 -1.91261
C -2.72939 3.04259 -1.87003
C -3.80312 2.80291 -2.90422
F -4.73848 3.81033 -2.94687
F -3.29109 2.67963 -4.16791
F -4.49881 1.64122 -2.64997
C -3.04023 3.92083 -0.83200
C -2.04912 4.10752 0.12515
C -2.36471 5.02046 1.28895
F -2.73096 4.28918 2.40086
F -1.28643 5.77692 1.66384
F -3.39376 5.89519 1.04830
C -0.84791 3.37938 0.10997
O 1.19379 -4.27502 -0.30071
C 2.41852 -5.00641 -0.25939
C 3.29293 -4.34047 0.81233
O 2.41990 -3.31534 1.38754
S 1.25704 1.11933 -2.24517
H 4.70722 0.26003 -1.72585
H 3.64618 -1.16246 -1.80156
H 3.69486 -0.02279 -3.17093
H 3.58343 0.95851 0.50300
H 1.29560 2.15279 1.26001
H -1.26213 1.85016 -2.83472
H -3.99906 4.43967 -0.78633
H -0.11679 3.64171 0.86593
H 2.11545 -6.01136 0.05998
H 2.89503 -5.05961 -1.24749
H 3.51147 -5.02437 1.64629
H 4.25978 -3.98201 0.40786
C -0.52968 -0.99403 -1.49158
C -0.25740 -0.13631 -0.21125
C -1.43444 0.23967 0.66676
C 0.22624 -1.32219 0.84216
C 0.90312 -1.07789 2.02759
C 0.55307 -1.70175 3.25012
C -0.39317 -2.72846 3.35172
C -0.96472 -3.19083 2.19883
C -0.32257 -2.81351 0.92509
H 0.22918 -1.78066 -1.54782
H -1.48491 -1.46814 -1.29586
H -0.52975 -0.47522 -2.44569
H -1.03471 0.83628 1.48494
H -2.17738 0.79347 0.12861
H -1.86931 -0.64722 1.09931
H 1.63248 -0.26995 2.08817
H 0.95085 -1.27360 4.17786
H -0.68217 -3.15511 4.31692
H -1.78453 -3.91063 2.20918
H -1.00758 -3.08461 0.09821
*
```

Calculated values
**E_LUMO**: -1.61 eV


Here are the calculated energy relative to the best compared isomer or geometry (same formula, charge and spin) numbers, same order: 187.5 336.5 127.1 0.0 0.0 26.1 141.9 606.8 (kJ/mol).